(1)
The following is a DFT calculation (the ωB97M-V functional and the def2-TZVPD basis) of C12H21N in the gas phase.

ORCA input file:
```
! wB97M-V def2-TZVPD RIJCOSX def2/J DEFGRID3
* xyz 0 1
C 2.34163 0.76559 -0.67260
C 2.47924 -0.76630 -0.11580
C 1.47086 -1.21413 0.95843
C 0.14416 -0.69101 0.38015
C -0.30545 -1.53053 -0.74475
C -1.72573 -1.25232 -1.18672
C -1.99845 0.34467 -1.25559
C -0.54741 1.12528 -1.31280
C 0.03377 0.94105 0.16867
C 1.36567 1.57361 0.29706
C -1.08792 1.39492 1.14482
N -1.75421 0.11352 1.54146
C -0.70138 -0.77355 1.69706
H 3.24921 1.44648 -0.78104
H 1.82023 0.56397 -1.77882
H 2.32212 -1.25439 -1.05412
H 3.55873 -1.00244 0.14331
H 1.23219 -2.32007 0.86388
H 1.74446 -0.98385 1.97140
H 0.40911 -1.23253 -1.60698
H -0.21148 -2.62857 -0.52596
H -2.51698 -1.69122 -0.60445
H -1.81070 -1.72356 -2.22195
H -2.38896 0.78099 -0.14730
H -2.71499 0.50343 -2.12206
H 0.15954 1.07579 -2.11400
H -0.87339 2.11510 -1.74929
H 1.48960 1.45658 1.36920
H 1.19686 2.64957 0.10852
H -1.78364 1.91563 0.44731
H -0.93161 2.26773 1.97927
H -2.32165 0.39652 2.46139
H -1.02574 -1.87563 1.75126
H -0.31769 -0.49035 2.71103
*
```

Calculated values
LUMO level (Ha): 0.0312
HOMO-LUMO gap (eV): 9.50
Energy relative to the best compared isomer or geometry (same formula, charge and spin) (kcal per mole): 72.4
SMILES string: C1CC[C@]23CCCC[C@@]2(C1)CNC3



(2)
The following is a DFT calculation (the ωB97M-V functional and the def2-TZVPD basis) of 2 unconnected molecules or ions with the total composition C12H21N2O3S.

ORCA input file:
```
! wB97M-V def2-TZVPD RIJCOSX def2/J DEFGRID3
* xyz -1 1
C 4.26956 1.97304 0.18304
N 4.45767 2.58332 -1.08148
N 4.47484 1.61394 -2.06749
C 4.32647 0.39687 -1.35121
S 4.21596 -1.35570 -1.88494
C 2.76029 -2.00875 -0.87862
C 1.35169 -1.45504 -1.40241
C 0.11266 -1.91386 -0.44982
C -0.96587 -0.74938 -0.23283
C -2.41566 -1.04943 -0.83096
C -3.65084 -0.67878 0.17208
C -4.61578 0.37293 -0.62575
C -4.12264 -0.04328 -2.12131
O -2.68950 -0.10361 -1.92711
O 4.20049 0.55899 0.05036
H 4.17539 2.46178 1.20304
H 2.95401 -1.67469 0.20377
H 2.81181 -3.14700 -0.92449
H 1.15430 -1.89146 -2.43503
H 1.36962 -0.31439 -1.37198
H 0.54069 -2.17567 0.59136
H -0.35647 -2.89371 -0.83458
H -0.58318 0.21664 -0.69798
H -1.09138 -0.56308 0.89345
H -2.69384 -2.10300 -1.17244
H -4.40186 -1.52862 0.38020
H -3.37447 -0.05658 1.09529
H -5.72773 0.17317 -0.38558
H -4.45062 1.48694 -0.42679
H -4.42821 -1.13235 -2.27924
H -4.54892 0.74171 -2.82630
C 0.96879 2.13641 3.57875
C 0.74879 1.39604 2.24238
O -0.20899 0.48455 2.43093
H 1.29097 1.45426 4.37281
H 1.75463 2.89890 3.46210
H 0.06151 2.65109 3.91214
H 1.75917 1.03904 1.94129
H 0.56663 2.19874 1.49537
*
```

Calculated values
LUMO level (Ha): 0.0952
HOMO-LUMO gap (eV): 5.45
Energy relative to the best compared isomer or geometry (same formula, charge and spin) (kcal per mole): 49.5



(3)
The following is a DFT calculation (the ωB97M-V functional and the def2-TZVPD basis) of 3 unconnected molecules or ions with the total composition C12H21N3.

ORCA input file:
```
! wB97M-V def2-TZVPD RIJCOSX def2/J DEFGRID3
* xyz 1 2
C 2.21566 -2.01792 0.69517
C 2.11057 -1.84208 -0.82566
C 2.65587 -0.44428 -1.25973
C 1.94609 0.81284 -0.80145
N 1.47083 1.80890 -0.45734
H 3.02294 -1.45331 1.16166
H 2.34494 -3.05336 1.01022
H 1.30484 -1.69901 1.20191
H 1.09710 -1.96386 -1.20793
H 2.69046 -2.58552 -1.37260
H 2.56264 -0.49607 -2.34450
H 3.71559 -0.31571 -1.03931
C -0.89479 0.90959 2.10252
C -0.77297 1.17790 3.64426
C 0.19655 2.28693 3.95764
C 1.56954 2.10090 3.37583
N 2.62609 1.89416 2.93798
H -1.08116 1.84430 1.57367
H -1.72264 0.24665 1.85101
H -0.01071 0.42789 1.68483
H -0.45259 0.22375 4.06264
H -1.73867 1.50956 4.02572
H 0.31965 2.34209 5.03926
H -0.01847 3.32057 3.68663
C -2.97478 0.60048 -3.05054
C -1.54574 0.22710 -2.69898
C -1.34049 -1.18829 -2.22929
C -2.29507 -2.13738 -2.82838
N -3.00887 -2.92225 -3.25314
H -3.43083 -0.10673 -3.74334
H -3.10367 1.59365 -3.48079
H -3.58606 0.49019 -2.15485
H -1.17893 0.89647 -1.92083
H -0.95079 0.27591 -3.61099
H -1.41182 -1.35837 -1.15501
H -0.33033 -1.40570 -2.57627
*
```

Calculated values
LUMO level (alpha / beta) (Ha): -0.1007 / -0.4135
HOMO-LUMO gap (alpha / beta) (eV): 11.05 / 2.54
Energy relative to the best compared isomer or geometry (same formula, charge and spin) (kcal per mole): 0.0



(4)
The following is a DFT calculation (the ωB97M-V functional and the def2-TZVPD basis) of a molecular structure, C12H21N5O3Pd.

ORCA input file:
```
! wB97M-V def2-TZVPD RIJCOSX def2/J DEFGRID3
* xyz 0 1
Pd -0.38720 0.80296 -0.83013
C 3.39987 0.29125 1.25691
C 1.95175 0.60939 1.00806
N 1.52807 0.68559 -0.22805
O 2.46392 0.17941 -1.17902
C 1.06235 0.82460 2.09442
C 1.50911 1.17004 3.48410
N -0.24331 0.65216 1.82715
O -1.05554 0.81688 2.76773
H 3.65858 -0.66524 0.80447
H 3.60115 0.24272 2.32170
H 4.04393 1.04282 0.79782
H 2.31976 0.75643 -1.93799
H 2.48110 1.66255 3.49508
H 1.55398 0.29824 4.14421
H 0.77081 1.84305 3.92048
N -3.81481 2.70438 -2.05846
C -2.56978 2.29680 -1.77504
O -2.35290 1.10150 -1.51574
C -1.43824 3.27623 -1.81206
C -0.33751 2.80729 -0.85622
H -4.56602 2.03607 -2.02265
H -4.02145 3.67168 -2.22240
H -1.79524 4.29349 -1.61992
H -1.07832 3.25703 -2.84641
H -0.56385 3.10858 0.16992
H 0.62363 3.23860 -1.13447
C 1.39118 -4.44741 -1.03262
C 0.37237 -3.39608 -0.75452
C -0.85466 -3.45377 -0.13238
C -1.35120 -2.13405 -0.13228
N -0.48527 -1.33682 -0.73413
N 0.54948 -2.11094 -1.11561
C -2.60749 -1.59706 0.46399
H 1.04092 -5.40857 -0.66326
H 2.33816 -4.22138 -0.53994
H 1.58086 -4.54400 -2.10245
H -1.32776 -4.32613 0.28500
H 1.38423 -1.64980 -1.45175
H -3.10073 -2.36762 1.05433
H -3.29341 -1.26009 -0.31386
H -2.38052 -0.75075 1.11597
*
```

Calculated values
LUMO level (Ha): 0.0188
HOMO-LUMO gap (eV): 7.06
Energy relative to the best compared isomer or geometry (same formula, charge and spin) (kcal per mole): 0.6



(5)
The following is a DFT calculation (the ωB97M-V functional and the def2-TZVPD basis) of a molecular structure, C12H21N6O5RuS.

ORCA input file:
```
! wB97M-V def2-TZVPD RIJCOSX def2/J DEFGRID3
* xyz 3 5
Ru -1.36609 -0.68591 -0.46858
C -2.07933 -0.08888 3.31288
C -1.10723 -1.03379 2.71290
N -0.87140 -1.30322 1.41520
C 0.16010 -2.24202 1.37731
C 0.53009 -2.55107 2.64101
N -0.27891 -1.78863 3.44185
C 1.54541 -3.43890 3.31691
O 2.33558 -4.16494 2.55730
O 1.55610 -3.42285 4.51098
C 0.67680 -2.61979 0.06291
O 1.54592 -3.40221 -0.16577
O 0.04273 -1.90089 -0.90755
H -2.53849 0.53821 2.55590
H -1.57124 0.55638 4.03054
H -2.85434 -0.63522 3.85357
H -0.19648 -1.81770 4.45680
H 2.18735 -4.05177 1.60033
C -1.26531 -0.64876 -5.74826
N -0.57408 -0.97545 -4.52304
C -0.05601 -2.30281 -4.29356
C -0.54254 -0.00721 -3.43130
O -1.36378 -0.24846 -2.51723
N 0.27338 0.99209 -3.55340
C 1.24063 1.15157 -4.65789
C 0.30313 2.06610 -2.54541
H -2.27039 -1.09249 -5.69428
H -0.74838 -1.12025 -6.58775
H -1.34918 0.42761 -5.87370
H -0.74261 -3.03618 -4.72212
H 0.12193 -2.46614 -3.23328
H 0.89357 -2.39042 -4.84341
H 1.29443 0.25846 -5.27366
H 2.22116 1.33034 -4.22042
H 0.95278 2.00987 -5.26274
H -0.57414 2.00806 -1.91005
H 0.30236 3.01913 -3.07124
H 1.21656 1.97934 -1.95840
N -4.35923 -2.07430 0.77371
C -4.63881 -0.83402 0.42400
N -5.87052 -0.37762 0.43541
S -3.40998 0.32315 -0.07265
H -5.08388 -2.72557 1.04910
H -3.41045 -2.40957 0.77575
H -6.65663 -0.94855 0.72144
H -6.07457 0.57278 0.15921
*
```

Calculated values
LUMO level (alpha / beta) (Ha): -0.3698 / -0.4616
HOMO-LUMO gap (alpha / beta) (eV): 8.30 / 5.80
Energy relative to the best compared isomer or geometry (same formula, charge and spin) (kcal per mole): 0.0



(6)
The following is a DFT calculation (the ωB97M-V functional and the def2-TZVPD basis) of 2 unconnected molecules or ions with the total composition C12H21NO3S.

ORCA input file:
```
! wB97M-V def2-TZVPD RIJCOSX def2/J DEFGRID3
* xyz 0 1
C -2.81362 -1.95207 0.24667
C -1.98855 -1.60026 -1.01038
O -2.70977 -1.90337 -2.18553
C -1.67503 -0.09336 -0.94209
N -0.93976 0.37615 -2.11206
C 0.43511 0.79353 -1.83699
C 0.57428 1.95177 -0.84481
O 1.90114 2.15832 -0.43958
C 2.04173 1.78526 0.95181
S 3.69482 2.32535 1.47557
C 1.94479 0.25565 1.04038
C 0.90166 -0.31855 1.71940
C 0.74371 -1.69293 1.79663
C 1.64991 -2.49189 1.15978
C 2.71563 -1.93787 0.48686
C 2.85899 -0.57523 0.42480
H -3.83534 -2.24754 -0.00300
H -2.34117 -2.73196 0.84739
H -2.88672 -1.07422 0.90158
H -1.06731 -2.19195 -0.93495
H -2.08092 -2.05941 -2.89734
H -1.15802 0.07005 0.00943
H -2.66571 0.39036 -0.95932
H -1.45293 1.06157 -2.64559
H 0.86227 1.13733 -2.78654
H 1.02828 -0.07632 -1.54664
H 0.02112 1.82504 0.09226
H 0.25095 2.90206 -1.32128
H 4.40862 2.16798 0.32856
H 0.16157 0.30976 2.21405
H -0.09867 -2.11188 2.33693
H 1.49085 -3.56607 1.20898
H 3.44481 -2.54921 -0.03707
H 3.67913 -0.10995 -0.11310
O -1.70530 2.74150 1.36342
H -1.09723 3.32910 1.89394
H -1.67026 2.97361 0.40161
H -2.62306 2.72967 1.71620
*
```

Calculated values
LUMO level (Ha): -0.0613
HOMO-LUMO gap (eV): 4.08



| no. | maximum force (eV/A) |
| --- | --- |
| 1 | 5.849 |
| 2 | 5.870 |
| 3 | 3.363 |
| 4 | 0.099 |
| 5 | 0.137 |
| 6 | 1.378 |